The following is a DFT calculation (the ωB97M-V functional and the def2-TZVPD basis) of 8 unconnected molecules or ions with the total composition C30H73ClN7O8 at a distorted geometry.

Geometry as XYZ:
```
119
Properties=species:S:1:pos:R:3:forces:R:3
Cl -6.07760 5.76770 6.64135 0.4 -0.2 0.6
O -6.55052 5.72775 5.28871 0.0 0.3 -1.0
O -7.20828 5.56340 7.49999 0.1 0.0 0.5
O -5.07741 4.74967 6.81441 0.1 -0.5 0.1
O -5.44029 7.03108 6.94217 -0.2 0.6 -0.1
C -2.04097 8.23223 6.84924 0.1 0.3 -1.7
C -0.62450 8.27570 7.39566 0.3 -0.3 2.1
N 0.26373 9.38092 6.97332 0.0 -0.2 -1.2
C -0.46726 10.61809 6.71466 0.1 0.7 0.4
C -0.84683 11.32512 8.01380 -0.4 -0.4 0.2
C 1.07393 9.04162 5.80469 -0.2 -0.8 -0.4
C 2.03651 7.86188 6.00699 -0.5 0.1 0.3
H -1.91312 8.23992 5.75740 -0.1 0.0 0.0
H -2.67480 9.10745 6.99302 0.1 0.0 0.6
H -2.65007 7.34188 6.99528 0.3 -0.1 0.6
H -0.52307 8.31889 8.48993 -1.0 0.2 0.1
H -0.17235 7.28443 7.28964 0.3 0.3 -0.8
H 0.15176 11.27915 6.10503 0.3 -0.1 0.2
H -1.37972 10.50647 6.11647 0.0 -0.3 0.0
H -1.22222 12.33384 7.83878 0.0 0.0 -0.1
H -1.64481 10.75610 8.50096 -0.1 0.1 0.0
H -0.03738 11.36454 8.74279 0.2 0.0 -0.3
H 1.60926 9.92988 5.47338 0.0 0.0 0.1
H 0.43706 8.69103 4.97340 -0.1 0.5 -0.2
H 2.88298 7.91874 5.32551 0.1 0.1 0.1
H 1.49305 6.94663 5.76861 0.2 -0.1 0.1
H 2.36763 7.80370 7.04554 0.2 0.0 -0.1
C -7.74438 10.33965 13.26655 0.6 0.3 0.4
C -8.62563 10.02605 12.06062 1.2 0.2 0.0
N -8.65499 8.59800 11.77353 -0.6 0.0 0.1
C -7.60249 8.08902 10.90380 0.5 -0.6 -0.1
C -7.70255 8.42424 9.41020 -0.5 0.3 -0.1
C -9.97162 8.18749 11.27687 0.4 -0.7 -0.1
C -11.03822 8.17583 12.35763 -0.3 1.3 -0.1
H -6.67378 10.34638 13.03530 -0.1 -0.4 -0.3
H -7.87123 9.61942 14.07534 -0.2 0.1 0.0
H -7.88042 11.35759 13.64610 -0.4 -0.1 0.0
H -9.62603 10.41980 12.22218 -0.1 -0.2 0.0
H -8.17328 10.59242 11.23345 -0.4 0.0 -0.3
H -7.65852 7.00174 11.00629 0.0 0.0 -0.1
H -6.59613 8.29900 11.27759 -0.2 0.5 0.3
H -8.15137 9.40468 9.20943 0.0 0.0 0.3
H -8.35882 7.69589 8.93281 0.2 0.0 -0.1
H -6.75550 8.44907 8.87275 0.1 -0.4 0.1
H -10.20128 8.76811 10.37228 -0.6 0.1 0.2
H -9.92486 7.14965 10.92942 0.5 0.1 0.0
H -10.60785 7.87493 13.31108 -0.1 -0.5 -0.1
H -11.44193 9.18050 12.53711 0.1 0.0 0.0
H -11.90016 7.58486 12.04998 0.1 -0.3 0.2
C -9.94431 4.91607 -0.79438 0.6 -1.2 0.4
C -9.46613 6.20621 -0.16393 -0.8 0.6 -0.2
N -10.09966 6.38197 1.16699 0.6 0.8 -0.8
C -9.07896 6.69413 2.15877 0.2 -0.7 0.6
C -8.18983 5.48749 2.44117 0.0 -0.6 1.0
C -11.13077 7.41552 1.16334 -1.0 -0.7 0.8
C -12.21568 7.23503 0.12290 -0.3 0.1 -0.8
H -9.87132 4.08810 -0.07985 0.1 0.2 0.2
H -9.30802 4.57393 -1.61642 -0.3 0.4 -0.3
H -11.00486 4.92024 -1.03856 0.1 0.3 -0.4
H -8.38359 6.33278 -0.13083 0.1 -0.6 0.3
H -9.74724 7.03301 -0.83346 -0.1 0.0 0.1
H -8.47428 7.58624 1.93438 0.0 0.0 -0.4
H -9.55813 6.92848 3.11456 -0.3 0.0 -0.1
H -8.77931 4.64893 2.82968 -0.4 0.2 -0.1
H -7.60966 5.03577 1.63627 0.0 0.6 -0.3
H -7.52827 5.69360 3.28849 0.2 0.2 -0.4
H -10.73857 8.44145 1.13378 0.1 0.0 0.0
H -11.68454 7.25168 2.09645 0.4 0.5 0.3
H -11.83090 7.38884 -0.88955 -0.1 -0.2 0.0
H -13.03952 7.94596 0.22927 0.3 0.3 0.3
H -12.72383 6.27113 0.19156 0.4 -0.2 0.0
C -3.45619 7.06766 1.53280 -0.3 -0.6 -0.5
O -4.27110 6.96640 0.62834 0.2 0.3 0.0
N -3.39609 6.23177 2.58309 0.5 -0.3 0.6
C -2.48042 6.42567 3.69203 -1.1 0.4 0.6
C -4.30344 5.10411 2.70640 -0.8 0.5 -0.7
H -2.64818 7.81388 1.51081 0.0 0.2 0.2
H -3.09373 6.44404 4.59943 0.1 -0.1 0.1
H -2.05373 7.42684 3.65725 0.5 -0.2 -0.3
H -1.76581 5.61744 3.84484 0.3 0.1 -0.4
H -3.82408 4.19079 2.35398 0.0 -0.2 0.3
H -4.75554 5.03996 3.69654 0.5 -0.1 0.2
H -5.15796 5.30774 2.06068 0.1 -0.1 -0.2
C -7.59472 2.32196 5.46654 -0.3 0.5 -0.2
O -8.48584 2.26853 6.28041 0.4 -0.2 0.2
N -7.51188 1.53373 4.36663 -0.3 -0.3 -0.2
C -6.54072 1.76648 3.33684 0.4 -0.8 -0.3
C -8.48536 0.51278 4.08454 0.3 -1.1 -0.8
H -6.77196 3.05299 5.45139 0.0 0.1 0.5
H -7.00899 2.02440 2.38069 0.0 0.4 0.1
H -5.99199 0.83692 3.12279 0.0 0.0 0.1
H -5.78489 2.48536 3.64385 -0.3 0.3 0.0
H -8.90345 0.63722 3.07937 -0.3 0.4 0.1
H -7.98958 -0.46474 3.98637 0.2 0.0 0.3
H -9.27309 0.37065 4.81353 0.1 0.6 0.2
C -4.96471 5.62671 10.48982 1.4 -0.1 -0.1
O -5.28033 4.66129 11.14748 -0.9 -0.2 0.0
N -3.83033 6.32125 10.77965 -0.8 0.1 0.4
C -3.33481 7.32291 9.87257 -0.7 0.5 -0.3
C -3.05861 5.92057 11.93892 1.5 0.7 -1.0
H -5.41392 6.01635 9.56982 -0.7 -0.3 0.0
H -4.03443 7.45001 9.04169 0.1 -0.6 -0.1
H -2.36333 7.05571 9.46168 0.2 0.1 0.1
H -3.35764 8.33764 10.28428 0.6 -0.1 0.5
H -2.27404 5.23294 11.59484 -0.1 -0.3 0.3
H -2.49887 6.80843 12.25298 -0.2 0.0 0.4
H -3.60300 5.47476 12.75899 -0.4 0.1 -0.2
C -9.90194 5.51681 6.07102 -0.2 -0.1 0.4
O -10.49758 4.48000 6.25557 -0.3 -0.1 0.0
N -10.25867 6.71554 6.61663 0.4 0.3 -0.7
C -9.40663 7.86421 6.35868 0.5 0.2 0.9
C -11.24772 6.85982 7.66266 0.5 -0.7 0.0
H -8.98754 5.57891 5.45923 -0.1 0.1 -0.1
H -9.94225 8.77342 6.63685 -0.1 0.0 -0.2
H -9.04261 7.96423 5.33759 -0.3 -0.3 -0.2
H -8.51769 7.83598 7.00137 -0.1 0.0 -0.2
H -11.79538 7.77551 7.45132 -0.3 0.0 0.4
H -11.87692 5.97315 7.71438 -0.2 0.1 -0.5
H -10.76844 6.87190 8.64884 0.0 0.5 0.0
```
Positions in Å, forces in eV/Å.

E_tot: -71620.3544 eV
net charge: -1
relative energy (zero: lowest compared OMol25 entry of this formula, charge and spin): 0.0 kJ/mol
gap between HOMO and LUMO: 8.576 eV
maximum force: 0.04123 Eh/bohr

The following is a DFT calculation (the ωB97M-V functional and the def2-TZVPD basis) of a molecular structure, C30H74AsF6N8O7P at a distorted geometry.

Geometry as XYZ:
```
127
Properties=species:S:1:pos:R:3:forces:R:3
C 0.32647 -4.07438 5.69194 1.5 -0.6 -0.1
O -0.13333 -3.02453 4.96344 -1.2 3.0 -2.6
C 0.69181 -2.65824 3.77995 0.9 -1.1 1.1
C 0.03934 -1.96028 2.60725 -1.5 1.5 0.6
N -0.39191 -0.47873 2.98381 -0.3 -2.2 1.5
H 0.35274 0.20302 2.95530 1.8 0.1 -0.5
H -1.02010 0.02020 2.37017 -0.5 -0.9 -0.9
C -0.98637 -0.32789 4.36201 -0.8 1.2 -2.0
C -1.37219 1.18973 4.35875 1.5 -0.6 1.1
O -0.20154 1.86887 4.02942 1.1 -0.7 -0.7
C -0.03208 3.18433 4.43378 0.4 0.8 0.2
H 0.30672 -4.97294 5.07524 -0.4 -0.6 0.3
H -0.23709 -4.11011 6.62427 0.1 -0.3 -0.2
H 1.38986 -3.92089 5.87561 0.3 -0.1 0.7
H 1.09814 -3.61077 3.43986 -0.1 -0.1 -0.6
H 1.59826 -2.15521 4.11671 -0.1 0.5 0.2
H -0.83798 -2.53565 2.31168 -0.4 0.5 0.1
H 0.64277 -1.85896 1.70518 0.6 0.0 0.4
H -0.22162 -0.64921 5.06913 -0.6 0.2 0.2
H -1.90945 -0.90357 4.29397 0.2 -0.3 0.8
H -1.58523 1.51114 5.37827 -1.1 -0.1 0.0
H -2.10601 1.39219 3.57861 -0.7 0.0 0.4
H -0.15117 3.29217 5.51188 -0.5 0.0 0.3
H -0.65335 3.87646 3.86539 -0.2 0.1 0.1
H 1.00627 3.47458 4.27350 0.0 -0.3 -0.4
As 2.57231 0.38412 0.59391 0.8 1.0 -2.4
F 1.23796 0.86419 1.69907 -2.1 1.0 1.5
F 2.75367 -1.09506 1.58450 0.2 -1.8 1.4
F 3.85280 -0.18478 -0.48816 1.5 -0.5 -0.9
F 2.26301 1.81316 -0.53917 0.0 0.7 -0.1
F 3.73841 1.36790 1.57718 0.8 0.5 0.8
F 1.38090 -0.46572 -0.50542 -1.2 -1.0 -0.3
C -0.93535 3.26045 0.90849 0.9 2.0 -0.7
O -0.65436 4.47036 1.01268 -0.4 -1.8 0.1
N -2.07927 2.80356 0.37648 -0.7 0.1 -0.5
C -2.31518 1.33099 0.35374 -1.3 1.3 -0.8
C -2.99967 3.73994 -0.38034 -0.2 -0.7 0.3
H -0.23712 2.42691 1.08135 0.2 0.3 0.6
H -1.66643 0.61863 0.86342 0.7 1.0 -0.2
H -2.33143 1.07328 -0.70523 -0.3 -0.6 0.1
H -3.27731 1.20254 0.84963 -0.2 -0.4 -0.4
H -3.09373 4.72877 0.06850 0.4 -0.3 0.4
H -2.78773 3.91394 -1.43528 1.1 -0.3 0.0
H -4.00636 3.33776 -0.49404 -0.1 -0.4 0.7
C 6.04224 0.49188 6.11925 0.4 -1.5 0.0
O 6.42127 0.03026 7.21402 -0.3 0.4 -2.0
N 6.01189 -0.21291 4.91134 0.1 2.5 0.5
C 5.36221 0.23973 3.62307 -0.2 -0.1 2.0
C 6.84753 -1.35085 4.74537 0.1 -1.2 0.3
H 5.72243 1.54506 6.09244 -0.4 -0.2 -0.5
H 4.72545 -0.61149 3.38210 -0.1 0.4 -0.6
H 6.06594 0.47201 2.82375 0.0 -0.1 0.2
H 4.74564 1.11189 3.84055 0.0 -0.1 -0.2
H 6.43975 -2.16651 5.34245 0.4 -0.3 0.1
H 6.83920 -1.68464 3.70776 -0.1 0.2 0.0
H 7.88489 -1.15499 5.01670 0.0 0.0 0.2
C 5.41496 -1.91652 -2.70031 0.0 1.7 0.3
O 5.71502 -3.07427 -2.66972 0.3 -2.1 -0.3
N 5.28235 -1.19064 -3.84598 0.8 1.5 -1.4
C 5.18845 0.31629 -3.88755 -0.7 -1.5 1.3
C 5.42816 -1.83374 -5.16311 -0.4 -0.4 0.6
H 5.23629 -1.36847 -1.76227 -0.1 0.4 -0.3
H 5.90853 0.82035 -4.53216 -0.3 -0.5 -0.6
H 5.38877 0.77438 -2.91898 -0.2 -0.5 0.3
H 4.12386 0.44832 -4.08072 0.2 1.0 -0.5
H 4.82404 -1.38710 -5.95282 -0.3 0.5 0.4
H 6.43892 -1.83163 -5.57109 0.3 -0.1 0.4
H 5.05724 -2.85453 -5.07090 0.4 -0.1 0.0
O -3.21362 -1.35260 1.64252 -0.3 -0.4 -0.5
P -3.58189 -2.65481 1.03101 -1.3 -2.5 -0.6
N -4.09932 -3.75061 2.23380 0.9 0.7 0.4
C -3.53363 -3.61796 3.62186 -0.1 0.4 -1.6
C -4.88009 -4.92756 1.90478 0.5 -0.2 -0.5
N -2.31084 -3.41321 0.14633 -1.1 0.9 -0.7
C -1.68756 -2.59437 -0.98086 0.4 0.4 2.0
C -1.72472 -4.73091 0.42292 0.3 0.6 0.6
N -4.99073 -2.77679 -0.04012 -0.3 1.2 2.4
C -4.94705 -3.42919 -1.30733 0.2 0.3 -0.7
C -6.43047 -2.39252 0.39174 1.5 0.0 -0.2
H -2.47059 -3.85267 3.67619 0.1 -0.4 -0.1
H -4.08017 -4.28122 4.29230 -0.1 0.4 0.1
H -3.57290 -2.54713 3.82156 -0.4 -0.2 0.7
H -4.50378 -5.82699 2.39214 0.3 0.0 0.1
H -4.77820 -5.07181 0.82918 -0.3 -0.3 0.0
H -5.94363 -4.90792 2.14272 -0.2 0.5 0.1
H -2.33485 -2.19603 -1.76216 -0.5 -0.4 0.2
H -1.28574 -1.73493 -0.44422 0.3 0.3 -0.5
H -0.82841 -3.07640 -1.44735 -0.2 -0.3 0.2
H -0.91456 -4.73196 1.15212 0.3 0.7 0.4
H -2.41748 -5.41816 0.90856 -0.3 -0.2 -0.8
H -1.18060 -5.05932 -0.46262 -0.8 -0.5 -0.2
H -3.92860 -3.44416 -1.69544 -0.2 -0.5 0.2
H -5.40770 -4.41605 -1.26227 0.2 -0.4 -0.1
H -5.49473 -2.86857 -2.06485 -0.3 0.2 0.0
H -6.75530 -1.54196 -0.20752 0.1 0.2 0.2
H -6.56318 -2.18802 1.45413 0.8 0.4 0.0
H -7.21379 -3.13848 0.25733 0.6 -0.8 -0.6
C 0.03507 0.74652 -3.57766 -1.1 1.9 -1.5
C 0.04627 2.37442 -3.92362 -0.3 -0.8 2.7
C 1.22183 2.57879 -4.88382 1.1 0.8 -0.4
C 1.34324 3.92164 -5.73519 -1.9 -2.4 1.2
C -0.04455 4.12826 -6.33142 0.1 0.8 -1.0
C -1.23258 4.09408 -5.35917 0.2 -0.4 1.0
N -1.19993 2.79328 -4.53676 -1.4 -0.3 -3.2
O -2.38513 2.56897 -3.69479 1.6 1.0 0.2
C -1.04579 5.28293 -4.40816 -1.0 0.2 0.8
C -2.56257 4.19115 -6.18325 -0.2 0.4 1.4
C 0.20623 3.12927 -2.54564 1.4 -1.6 -0.2
H 1.01773 0.33340 -3.35001 -0.1 0.4 0.5
H -0.33290 0.24580 -4.47318 0.1 0.0 -0.4
H -0.75910 0.52963 -2.86328 0.5 0.1 0.5
H 2.19797 2.51867 -4.40253 -0.3 -0.1 1.0
H 1.26171 1.66703 -5.47980 -0.3 0.3 -0.8
H 2.14274 3.75423 -6.45692 -0.2 0.4 -0.1
H 1.53305 4.77464 -5.08369 0.5 -0.2 0.0
H -0.26941 3.53277 -7.21626 0.2 -0.5 0.1
H -0.03893 5.15231 -6.70475 -0.3 0.3 -0.3
H -1.76092 5.17689 -3.59242 -0.1 -0.1 0.2
H -0.07391 5.31354 -3.91561 -0.1 -0.1 -0.3
H -1.27438 6.27024 -4.80950 0.2 0.0 -0.5
H -3.38629 4.45725 -5.52086 -0.2 -0.7 0.7
H -2.69990 5.08291 -6.79482 1.1 -0.1 -0.7
H -2.84415 3.28517 -6.71992 0.3 0.0 -0.1
H 0.68830 2.39832 -1.89646 0.1 0.1 0.3
H -0.71121 3.40174 -2.02394 0.0 0.3 -0.5
H 0.96806 3.90581 -2.61401 -0.4 0.5 0.1
H -3.10949 2.35856 -4.28863 0.3 -0.2 -0.5
```
Positions in Å, forces in eV/Å.

E_tot: -144993.9820 eV
<S²>: 0.752
net charge: -1
2S+1: 2
gap between HOMO and LUMO (alpha / beta): 2.267 / 7.524 eV
maximum force: 0.08069 Eh/bohr